No. 1
Below is C26H24Cl5HoNOP2 as an isolated structure in a non-equilibrium geometry, with properties calculated with the ωB97M-V functional and the def2-TZVPD basis.

XYZ file:
```
60
Properties=species:S:1:pos:R:3:forces:R:3
C -0.862 3.425 -1.954 0.1030 0.1860 -0.1330
C -0.813 2.039 -1.844 0.5919 -0.4901 0.3341
C 0.475 1.434 -1.713 -0.4248 -0.1074 0.2455
C 1.634 2.181 -1.901 -0.0903 0.3565 0.1792
C 1.557 3.567 -2.010 -0.0898 -0.1960 -0.3127
C 0.309 4.186 -2.017 -0.0783 0.1583 0.0167
C 2.973 1.465 -1.771 -2.5507 -0.7043 -2.1213
C 2.859 -0.019 -2.100 0.3649 -0.2083 -0.0292
C 1.668 -0.664 -1.777 -0.1710 -0.3875 0.2092
C 1.559 -2.077 -1.889 -0.0211 0.5591 0.1684
C 2.671 -2.785 -2.344 0.1564 0.0852 0.0689
C 3.869 -2.135 -2.652 0.0141 0.0424 -0.0541
C 3.969 -0.750 -2.518 -0.2622 -0.0685 -0.1135
H -1.837 3.916 -2.004 0.3306 -0.0909 -0.0547
H 2.485 4.139 -2.083 -0.3639 -0.0204 -0.0398
H 0.243 5.272 -2.090 0.0097 -0.2905 0.0274
H 3.686 1.929 -2.459 0.0574 -0.0078 0.3573
H 2.593 -3.869 -2.447 0.0933 0.2880 0.0047
H 4.727 -2.711 -2.993 -0.2028 0.1129 0.0809
H 4.899 -0.216 -2.727 -0.1944 -0.2938 -0.0167
N 0.610 0.103 -1.240 0.1121 -0.4540 -3.4000
Ho -0.001 -0.002 0.702 0.5884 0.9073 2.7984
C -2.082 1.200 -1.854 0.0013 -0.1271 0.1813
H -1.993 0.356 -2.558 0.0686 0.3302 0.1442
H -2.942 1.821 -2.144 0.2469 -0.1571 -0.1123
C 0.284 -2.801 -1.493 -0.0733 0.0676 0.0480
H -0.588 -2.366 -2.008 0.2170 -0.1356 0.0777
H 0.353 -3.868 -1.748 -0.0210 0.2451 -0.1080
P -2.527 0.444 -0.207 -0.7341 0.9620 -1.1798
P -0.082 -2.720 0.334 0.4271 -1.1101 -0.9713
C 1.247 -3.759 1.017 0.0865 0.0362 0.3822
H 1.229 -3.657 2.110 0.1082 -0.1567 -0.2516
H 1.089 -4.811 0.742 0.0705 0.2726 0.0400
H 2.223 -3.423 0.647 -0.1968 -0.0462 0.0667
C -1.544 -3.789 0.501 -0.2243 0.0858 0.1971
H -1.308 -4.812 0.174 -0.0905 0.3003 0.0582
H -1.835 -3.798 1.560 -0.0223 -0.0885 -0.2603
H -2.378 -3.390 -0.091 0.1886 -0.1550 0.1409
C -3.458 1.814 0.559 -0.0737 0.0339 0.5686
H -4.517 1.736 0.277 0.3066 0.1514 0.0618
H -3.369 1.723 1.649 -0.1660 0.1786 -0.1852
H -3.060 2.792 0.260 -0.0109 -0.2927 0.0703
C -3.846 -0.720 -0.666 -0.1207 -0.5263 0.2351
H -3.815 -1.561 0.040 -0.2559 0.1374 -0.2479
H -4.823 -0.225 -0.592 0.2766 -0.2308 -0.1190
H -3.697 -1.102 -1.684 -0.0214 0.0685 0.2687
C 3.416 1.545 -0.387 0.3409 0.0373 0.1753
O 2.817 1.198 0.616 0.6816 0.3828 -0.6366
H 4.398 1.971 -0.622 1.0724 0.1795 2.6395
Cl -0.557 -2.160 3.957 0.0038 -0.2505 0.1551
C -0.605 -0.443 4.161 -0.2085 1.7802 0.6701
C -0.341 0.365 3.071 0.2424 -0.2269 -0.6853
C -0.432 1.739 3.155 -0.4184 -0.7880 1.5525
Cl -0.176 2.649 1.639 -0.0293 0.1686 0.3016
C -0.775 2.375 4.360 -0.0113 -0.5140 -0.1998
Cl -0.924 4.077 4.417 -0.0176 0.1809 0.1509
C -1.023 1.565 5.498 0.3236 -0.4884 -1.0742
Cl -1.439 2.295 6.980 -0.0329 0.0758 0.1295
C -0.939 0.148 5.400 0.1500 0.2338 -0.6904
Cl -1.253 -0.837 6.760 -0.0564 0.0095 0.1912
```
Forces are in eV/Å.

## Properties
LUMO level (alpha / beta)	-3.14 / -3.02	eV
spin multiplicity	5
charge	+1
strongest force on any atom	3.4	eV Å⁻¹
E	-137871.678	eV
E_HOMO (alpha / beta)	-0.3857 / -0.3871	Ha

---

No. 2
Below is C26H24CrN6S4 as an isolated structure, with properties calculated with the ωB97M-V functional and the def2-TZVPD basis.

XYZ file:
```
61
Properties=species:S:1:pos:R:3:forces:R:3
Cr 0.228 -0.830 -1.005 -0.2023 0.2836 -0.2270
N 1.383 2.948 -2.948 -0.0509 0.0134 -0.0061
C 1.430 1.755 -2.294 0.0660 0.0429 -0.0148
N 0.440 1.238 -1.673 -0.1058 -0.1084 0.0744
C -0.810 1.895 -1.692 -0.0432 -0.0806 0.0580
N -1.795 1.314 -1.111 0.0405 0.1062 -0.0490
N -1.458 0.081 -0.660 0.0950 -0.2236 -0.0598
C -2.360 -0.474 0.284 0.1771 0.0761 0.0911
C -1.547 -1.010 1.421 -0.1506 -0.0274 -0.1044
C -2.093 -1.299 2.660 -0.0421 -0.0091 0.0327
C -1.269 -1.787 3.655 -0.0109 0.0191 0.0100
C 0.071 -1.979 3.367 0.0038 -0.0356 0.0321
C 0.531 -1.673 2.100 0.0009 0.0466 -0.0599
N -0.255 -1.187 1.138 0.1973 -0.0420 0.1860
C -0.933 3.176 -2.383 0.0101 0.0264 -0.0002
C -2.121 3.897 -2.457 -0.0115 0.0103 0.0086
C -2.186 5.085 -3.167 -0.0025 -0.0032 -0.0004
C -1.059 5.566 -3.823 0.0087 -0.0082 0.0039
C 0.132 4.861 -3.761 -0.0099 0.0182 -0.0092
C 0.193 3.674 -3.044 0.0487 -0.0422 0.0120
H 2.146 3.178 -3.560 -0.0002 -0.0018 0.0034
H 2.390 1.258 -2.270 -0.0074 0.0046 -0.0040
H -3.077 0.261 0.650 -0.0911 0.0386 -0.1090
H -3.153 -1.153 2.819 0.0038 -0.0012 0.0011
H -1.666 -2.021 4.635 -0.0040 0.0011 0.0030
H 0.760 -2.367 4.104 -0.0009 -0.0036 0.0039
H 1.569 -1.822 1.839 0.0164 0.0088 -0.0058
H -2.991 3.494 -1.956 0.0039 0.0016 -0.0008
H -3.119 5.632 -3.218 0.0009 -0.0003 -0.0006
H -1.107 6.489 -4.386 -0.0005 -0.0008 0.0015
H 1.017 5.226 -4.271 -0.0017 -0.0015 0.0039
S -0.359 -3.130 -1.355 0.0551 -0.0294 0.0150
S -3.367 -1.856 -0.536 0.0682 0.0283 0.0988
S -3.123 -3.561 0.503 -0.1053 -0.0235 0.0005
S -1.053 -4.103 0.296 0.0357 -0.0356 -0.0015
C 4.569 -0.408 1.233 -0.0094 -0.0034 -0.0104
C 4.208 -1.577 0.573 0.0120 0.0091 0.0063
C 2.998 -1.656 -0.105 -0.0202 -0.0140 0.0103
C 2.094 -0.581 -0.172 -0.0444 -0.0163 -0.0094
C 2.489 0.577 0.513 0.0106 -0.0079 0.0076
C 3.695 0.670 1.202 0.0060 -0.0060 -0.0070
H 5.509 -0.342 1.768 0.0002 -0.0010 -0.0004
H 4.871 -2.436 0.595 -0.0035 0.0005 -0.0030
H 2.738 -2.595 -0.583 -0.0048 -0.0054 -0.0087
H 1.822 1.434 0.533 0.0126 -0.0083 0.0094
H 3.949 1.588 1.721 -0.0039 -0.0009 -0.0012
C -1.971 -0.745 -3.647 0.0068 0.0017 -0.0032
C -0.512 -0.540 -3.915 0.0044 -0.0420 0.0165
C 0.030 0.055 -5.035 -0.0063 0.0241 0.0153
C 1.436 -0.083 -4.924 -0.0092 -0.0297 -0.0353
C 1.677 -0.757 -3.744 -0.0343 0.0051 0.0053
C 3.018 -1.232 -3.279 0.0016 0.0077 -0.0006
N 0.492 -1.022 -3.097 0.0877 0.0365 0.0265
H -2.489 -0.933 -4.591 0.0082 0.0211 -0.0117
H -2.443 0.120 -3.175 -0.0047 -0.0134 0.0099
H -2.130 -1.603 -2.998 0.0110 -0.0015 -0.0155
H -0.531 0.472 -5.859 0.0039 0.0038 0.0050
H 2.187 0.191 -5.654 -0.0054 -0.0081 -0.0021
H 3.713 -1.199 -4.121 0.0052 -0.0020 0.0068
H 2.971 -2.262 -2.922 -0.0121 0.0015 0.0071
H 3.448 -0.641 -2.466 -0.0030 0.0009 -0.0048
```
Forces are in eV/Å.

## Properties
LUMO level (alpha / beta)	2.63 / 2.63	eV
spin multiplicity	2
charge	-1
strongest force on any atom	0.4	eV Å⁻¹
E	-108057.009	eV
E_HOMO (alpha / beta)	-0.1449 / -0.1470	Ha

---

No. 3
Below is C26H24F3LuN4O2S as an isolated structure in a non-equilibrium geometry, with properties calculated with the ωB97M-V functional and the def2-TZVPD basis.

XYZ file:
```
61
Properties=species:S:1:pos:R:3:forces:R:3
Lu -0.246 -0.271 -0.037 0.8591 -0.5152 0.5739
O -0.048 0.510 1.894 0.3545 0.2576 0.2866
C -0.190 1.741 2.345 -0.4576 -0.1207 -0.1208
C 0.646 2.236 3.356 -0.0662 0.0800 0.0163
C 0.450 3.499 3.876 0.0533 0.0004 0.0556
C -0.582 4.318 3.416 -0.0726 -0.0248 -0.1000
C -1.410 3.848 2.417 0.1058 0.0024 0.0757
C -1.229 2.577 1.857 -0.1400 0.0752 -0.1127
C -2.179 2.149 0.836 0.0148 -0.1486 0.0810
N -2.047 1.072 0.153 -0.3098 -0.0215 -0.1098
N -3.050 0.734 -0.757 0.2229 0.0536 0.1360
C -2.865 -0.482 -1.200 -0.1399 0.0924 -0.0614
O -1.935 -1.308 -0.785 -0.5016 0.2393 -0.0756
C -3.753 -0.934 -2.305 0.0243 -0.1276 0.0900
C -3.546 -2.188 -2.869 -0.0326 -0.0010 0.0069
C -4.329 -2.614 -3.933 0.0582 -0.0194 0.0554
C -5.323 -1.789 -4.435 -0.0243 0.0057 -0.0353
C -5.537 -0.538 -3.869 -0.0206 0.0095 -0.0050
C -4.757 -0.109 -2.810 0.0023 -0.0150 0.0247
H 1.438 1.596 3.727 -0.0094 -0.0120 0.0032
H 1.107 3.858 4.659 0.0016 -0.0075 -0.0010
H -0.734 5.302 3.837 0.0096 -0.0006 0.0087
H -2.225 4.462 2.050 0.0084 0.0157 -0.0024
H -3.064 2.759 0.659 0.0083 0.0277 0.0438
H -2.763 -2.816 -2.467 0.0032 -0.0031 -0.0172
H -4.156 -3.590 -4.368 -0.0146 0.0077 -0.0169
H -5.927 -2.117 -5.272 -0.0128 0.0008 0.0146
H -6.314 0.108 -4.258 0.0010 -0.0117 -0.0110
H -4.911 0.865 -2.367 0.0187 0.0031 -0.0009
N 2.502 -0.337 0.890 -0.3996 -0.1194 0.1145
C 2.907 -1.657 0.836 -0.0592 -0.0652 0.0355
C 4.215 -2.030 0.652 0.0826 -0.0685 0.0267
C 4.597 -3.385 0.612 -0.0078 0.0822 -0.0030
C 3.679 -4.379 0.785 -0.0546 0.0504 0.0071
C 2.315 -4.035 0.948 0.0692 -0.1886 0.0081
C 1.312 -5.013 1.136 0.0118 -0.0215 0.0005
C 0.007 -4.643 1.252 -0.1041 0.1397 -0.0344
C -0.317 -3.278 1.122 0.0544 -0.0709 0.1601
N 0.586 -2.337 0.961 0.1131 0.0340 -0.1500
C 1.914 -2.686 0.920 -0.0559 0.1405 -0.0179
H 1.794 -0.104 1.580 0.0479 -0.0596 0.2257
H 3.217 0.373 0.868 0.0780 0.0516 -0.1922
H 4.972 -1.260 0.564 -0.0059 0.0016 -0.0003
H 5.642 -3.628 0.470 -0.0058 -0.0068 0.0031
H 3.967 -5.421 0.792 -0.0073 0.0005 0.0060
H 1.599 -6.056 1.189 0.0151 0.0049 -0.0115
H -0.783 -5.364 1.404 0.0060 -0.0078 -0.0009
H -1.351 -2.954 1.158 -0.0161 -0.0376 -0.1105
C 1.874 4.283 0.522 -0.1596 0.0731 -0.0030
S 3.289 3.190 0.365 0.1306 -0.0312 0.1109
C 3.437 3.173 -1.427 0.0731 -0.0012 -0.1877
H 2.103 5.276 0.135 0.0194 -0.0109 0.0026
H 1.623 4.361 1.577 0.0357 0.0039 0.0085
H 1.009 3.876 -0.004 0.0441 -0.0338 -0.0199
H 2.464 3.027 -1.890 -0.0040 0.0017 0.0338
H 4.066 2.332 -1.714 0.0267 0.0102 0.0456
H 3.891 4.092 -1.799 -0.0215 0.0177 0.0399
F -0.356 0.556 -2.361 0.3238 0.0710 -0.3451
C 1.051 0.610 -2.281 -0.4543 -0.1897 0.4390
F 1.206 -0.793 -1.691 0.1693 0.5395 -0.4301
F 1.049 1.334 -0.924 0.1110 -0.1522 -0.5637
```
Forces are in eV/Å.

## Properties
LUMO level	-0.43	eV
strongest force on any atom	1.2	eV Å⁻¹
E	-90018.956	eV
E_HOMO	-0.2944	Ha

---

No. 4
Below is C26H24I2N2O3PTi as an isolated structure, with properties calculated with the ωB97M-V functional and the def2-TZVPD basis.

XYZ file:
```
59
Properties=species:S:1:pos:R:3:forces:R:3
Ti 0.853 -0.687 -0.476 0.4482 0.2119 0.3236
N -0.131 -2.119 0.796 -0.0375 -0.1142 0.0919
C 0.355 -3.477 0.427 0.0165 0.0295 0.0003
C 0.753 -3.493 -1.047 -0.0746 0.0337 -0.0282
O 0.885 -4.504 -1.670 0.0172 0.0266 -0.0071
O 0.916 -2.260 -1.528 -0.2953 -0.1005 -0.1633
H 0.065 -1.919 1.774 0.0190 -0.0098 -0.0073
H -1.145 -2.090 0.677 -0.0027 0.0556 0.0103
H -0.400 -4.236 0.615 0.0066 -0.0207 0.0031
H 1.247 -3.703 1.012 0.0020 -0.0065 -0.0059
I 1.350 1.180 -2.527 -0.0001 0.0836 -0.0323
C 0.942 0.037 -4.240 0.0815 -0.0207 0.0059
C 1.989 0.006 -5.118 0.0157 -0.0047 -0.0023
C 1.838 -0.579 -6.388 0.0005 0.0065 0.0123
C 0.621 -1.065 -6.745 -0.0140 -0.0003 0.0032
C -0.473 -1.043 -5.845 0.0113 -0.0043 -0.0016
C -1.723 -1.528 -6.294 -0.0141 -0.0038 -0.0137
C -2.806 -1.535 -5.472 -0.0032 0.0012 0.0001
C -2.649 -1.125 -4.139 0.0008 -0.0341 -0.0153
C -1.457 -0.646 -3.640 0.0492 -0.1137 0.0038
P -1.465 -0.404 -1.827 0.0465 0.1212 0.1568
C -2.410 1.106 -1.480 0.0240 0.0356 -0.0491
C -3.415 1.565 -2.330 -0.0035 0.0201 -0.0600
C -4.150 2.691 -1.995 -0.0021 0.0144 0.0129
C -3.888 3.370 -0.812 0.0033 -0.0117 -0.0103
C -2.881 2.927 0.032 -0.0027 0.0004 -0.0111
C -2.141 1.802 -0.303 -0.0258 0.0268 0.0244
C -2.517 -1.775 -1.246 -0.0219 0.0194 0.0194
C -3.467 -1.567 -0.247 0.0251 -0.0136 0.0126
C -4.151 -2.648 0.299 0.0018 -0.0003 -0.0003
C -3.890 -3.936 -0.147 -0.0054 -0.0002 0.0046
C -2.949 -4.147 -1.148 0.0187 0.0044 -0.0002
C -2.263 -3.074 -1.696 0.0075 -0.0124 0.0234
C -0.329 -0.534 -4.521 -0.0610 0.0413 0.0217
H 2.939 0.447 -4.849 -0.0009 0.0032 0.0019
H 2.677 -0.605 -7.069 0.0018 0.0007 -0.0004
H 0.460 -1.481 -7.732 0.0013 -0.0017 0.0001
H -1.797 -1.888 -7.312 -0.0020 -0.0037 0.0014
H -3.768 -1.892 -5.815 -0.0014 -0.0029 -0.0016
H -3.496 -1.238 -3.475 0.0078 0.0083 -0.0116
H -3.621 1.059 -3.264 0.0037 0.0172 0.0302
H -4.925 3.042 -2.662 -0.0016 0.0011 0.0013
H -4.462 4.250 -0.556 0.0008 0.0015 -0.0002
H -2.660 3.461 0.946 0.0026 -0.0022 0.0004
H -1.342 1.481 0.352 -0.0100 -0.0163 -0.0007
H -3.685 -0.564 0.100 -0.0010 0.0126 -0.0020
H -4.894 -2.479 1.067 -0.0031 -0.0014 -0.0001
H -4.427 -4.774 0.276 0.0011 -0.0001 0.0018
H -2.743 -5.148 -1.504 -0.0063 0.0054 0.0003
H -1.535 -3.250 -2.479 -0.0043 0.0025 0.0010
N 0.707 2.089 2.477 -0.2030 0.0886 -0.1841
C 1.369 1.774 1.314 -0.1856 0.0724 0.1406
O 0.785 0.736 0.664 -0.0069 -0.4775 -0.3857
C 2.429 2.414 0.817 0.0511 0.0807 0.0356
I 3.286 -1.232 0.301 0.0158 0.1201 -0.0119
H 0.030 1.450 2.847 0.0695 -0.0372 0.0488
H 1.072 2.798 3.084 0.0683 -0.0538 0.0409
H 2.854 3.247 1.357 0.0171 -0.0128 -0.0101
H 2.921 2.094 -0.087 -0.0464 -0.0651 -0.0183
```
Forces are in eV/Å.

## Properties
LUMO level	-4.28	eV
charge	+1
strongest force on any atom	0.6	eV Å⁻¹
E	-85077.881	eV
E_HOMO	-0.3948	Ha